Formula: C4H5O2
Source: the Open Molecules 2025 dataset
Level of theory: wB97M-V/def2-TZVPD

The geometry in XYZ format:
```
11
Properties=species:S:1:pos:R:3:forces:R:3:lowdin_charge:R:1
C -0.0569 -0.1913 -1.1161 0.6742 -1.6659 2.3444 0.15
C 1.2928 -1.0661 2.1075 1.4882 0.9236 0.7173 -0.06
C -0.7260 0.9060 -1.3884 1.9735 3.3630 -2.4374 -0.08
C -2.0253 1.1691 -1.1432 -3.5280 1.3217 0.3063 0.00
O -3.0876 1.5546 -1.0171 1.8828 -0.9696 -0.0618 0.38
O 1.2616 -0.7243 0.9661 -0.5237 -0.3798 -1.7170 -0.04
H 0.9962 -0.1436 -1.2436 0.7221 -0.3063 -0.7271 0.09
H -0.3375 -1.0455 -0.4491 -0.3960 0.7524 -1.2893 0.13
H 1.5116 -2.0722 2.4327 -0.3757 -0.7494 0.1153 0.10
H 1.3606 -0.2477 2.8025 -0.4297 0.1630 1.2832 0.09
H -0.1896 1.8610 -1.9512 -1.4877 -2.4527 1.4661 0.24
```
Positions in Å, forces in eV/Å.

Calculated values
* 2S+1: 1
* maximum force: 4.60 eV Å⁻¹
* charge: +1
* energy above the lowest of the compared OMol25 structures with the same formula, charge and spin: 54.0 kcal per mole
* orbital gap: 7.877 eV
* HOMO level: -14.2 eV

***

Formula: C4H5O2Sc
Source: the Open Molecules 2025 dataset
Level of theory: wB97M-V/def2-TZVPD

The geometry in XYZ format:
```
12
Properties=species:S:1:pos:R:3:forces:R:3:lowdin_charge:R:1
C -2.8521 -0.0753 0.2560 0.6620 3.5000 1.7432 -0.14
C -1.4371 -0.3644 0.0231 -0.9816 -4.6175 -0.3528 0.37
C -0.5714 -1.3740 0.0385 -1.9747 2.6220 -1.2022 0.09
C 0.8505 -1.1842 -0.0152 2.2274 0.3297 0.5887 -0.07
O 1.4538 -0.7976 -1.0303 -0.7981 -0.4365 1.1053 -0.06
Sc 3.2867 -0.3005 -1.7641 0.8543 0.2880 -0.7563 1.78
H -3.0493 -0.2785 1.3255 -0.1943 -0.0095 -0.0976 0.18
H -3.4458 -0.8039 -0.3297 0.5556 -0.6979 -0.5773 0.23
H -0.9969 -2.3725 -0.1923 -0.0698 0.1737 -0.1038 0.22
H 1.4182 -1.3440 0.9147 -0.0445 -0.2522 -0.1215 0.18
O -3.1519 1.2508 -0.0909 0.3120 -1.1550 -0.2675 0.06
H -4.0799 1.4204 0.0963 -0.5483 0.2552 0.0418 0.15
```
Positions in Å, forces in eV/Å.

Calculated values
* expectation value of S²: 0.79
* 2S+1: 2
* maximum force: 4.73 eV Å⁻¹
* charge: +3
* energy above the lowest of the compared OMol25 structures with the same formula, charge and spin: 45.9 kcal per mole
* orbital gap (alpha / beta): 6.368 / 6.965 eV
* HOMO level (alpha / beta): -21.8 / -22.0 eV

***

Formula: C4H5O2Sr
Source: the Open Molecules 2025 dataset
Level of theory: wB97M-V/def2-TZVPD

The geometry in XYZ format:
```
12
Properties=species:S:1:pos:R:3:forces:R:3:lowdin_charge:R:1
H -2.3684 1.6314 1.6009 0.2317 -0.1952 0.1687 0.07
O -2.3046 1.0802 0.8152 0.6639 -0.4989 0.0923 -0.38
Sr -2.0069 1.7006 -1.4723 0.1495 0.0481 -0.4418 0.93
O 3.0665 -0.4268 -0.0142 -0.5082 0.1032 -0.4870 0.04
C 2.0454 -0.2058 -0.6249 0.4257 0.2416 0.5986 -0.29
C 0.7442 -0.9246 -0.4040 -0.1167 -0.7624 0.5299 -0.24
C -0.3908 0.0422 -0.2600 -0.3819 0.7702 -0.5163 -0.33
C -1.1010 0.1595 0.8410 -0.6648 -0.3605 0.0203 -0.25
H 1.9913 0.6134 -1.3788 0.1167 -0.1946 0.0312 0.12
H 0.8429 -1.6194 0.4463 0.2213 0.2167 -0.0613 0.11
H 0.6469 -1.5861 -1.2860 -0.2990 0.3656 0.0615 0.12
H -1.1656 -0.4645 1.7369 0.1620 0.2663 0.0038 0.11
```
Positions in Å, forces in eV/Å.

Calculated values
* expectation value of S²: 0.75
* 2S+1: 2
* maximum force: 1.00 eV Å⁻¹
* charge: 0
* energy above the lowest of the compared OMol25 structures with the same formula, charge and spin: 0.0 kcal per mole
* orbital gap (alpha / beta): 4.889 / 8.180 eV
* HOMO level (alpha / beta): -4.9 / -8.4 eV

***

Formula: C4H5O3
Source: the Open Molecules 2025 dataset
Level of theory: wB97M-V/def2-TZVPD

The geometry in XYZ format:
```
12
Properties=species:S:1:pos:R:3:forces:R:3:lowdin_charge:R:1
O 3.3076 0.6986 -1.0838 0.4102 0.0731 0.6074 -0.09
C 3.0068 -0.0074 -0.1035 -3.5572 0.5087 -3.4264 -0.75
O 3.5686 -0.6663 0.6964 2.3885 -1.8137 2.8473 0.00
C 1.2637 -0.0302 0.0109 1.6817 -0.5404 -1.0851 -0.14
C 0.4016 -1.0378 0.6665 -0.5425 0.8506 3.2468 -0.13
C -0.9311 -1.2189 0.4246 2.6250 0.4761 -2.9002 -0.18
O -1.3679 -0.7716 -0.8365 -1.4831 -0.1038 0.2512 -0.09
H 1.0080 0.1373 -0.9991 -0.2772 0.2914 -1.3025 0.05
H 1.4197 0.9416 0.4163 -1.2511 0.9318 1.1103 0.08
H 0.8527 -1.2827 1.6613 -0.7518 -0.5307 -0.7883 0.10
H -1.7238 -1.8710 0.7320 0.2611 -0.3041 1.1080 0.08
H -0.6673 -0.4031 -1.3725 0.4964 0.1610 0.3317 0.05
```
Positions in Å, forces in eV/Å.

Calculated values
* SMILES string: O=C([O-])C/C=C\O
* 2S+1: 1
* maximum force: 4.97 eV Å⁻¹
* charge: -1
* energy above the lowest of the compared OMol25 structures with the same formula, charge and spin: 43.7 kcal per mole
* orbital gap: 7.263 eV
* HOMO level: -3.5 eV

***

Formula: C4H5O3S
Source: the Open Molecules 2025 dataset
Level of theory: wB97M-V/def2-TZVPD

The geometry in XYZ format:
```
13
Properties=species:S:1:pos:R:3:forces:R:3:lowdin_charge:R:1
C 0.1330 0.9448 -2.9007 1.7485 0.1758 1.0258 -0.53
C -0.1255 0.6284 -0.5416 0.4668 -0.2377 1.6437 -0.26
C 0.6055 -1.4384 1.0486 -0.1227 1.1474 -1.9829 -0.21
C -0.5000 -0.3900 0.7623 -0.8213 0.1668 0.5710 -0.67
O 1.2876 1.2345 -2.8723 -2.0157 -0.4418 -0.6280 0.10
O -0.9894 0.7324 -3.1417 0.1141 0.1885 -0.8551 0.12
O 0.1085 1.7694 -0.1643 -0.3836 -0.2764 -0.5602 -0.17
S -0.7188 0.6325 2.3459 -0.3182 -0.2079 -1.0725 0.55
H 1.2932 -0.9493 1.7395 0.3960 -0.3889 -0.2750 0.03
H 1.0799 -1.7155 0.0332 -0.4615 0.2233 1.6149 0.08
H 0.1333 -2.2781 1.5128 0.1175 -0.8051 0.2836 0.03
H -1.4828 -0.9336 0.6067 1.0234 0.7304 -0.1816 0.07
H -0.8244 1.7628 1.5716 0.2565 -0.2745 0.4164 -0.16
```
Positions in Å, forces in eV/Å.

Calculated values
* 2S+1: 1
* maximum force: 2.29 eV Å⁻¹
* charge: -1
* energy above the lowest of the compared OMol25 structures with the same formula, charge and spin: 41.4 kcal per mole
* orbital gap: 6.115 eV
* HOMO level: -2.5 eV

***

Formula: C4H5OP
Source: the Open Molecules 2025 dataset
Level of theory: wB97M-V/def2-TZVPD

The geometry in XYZ format:
```
11
Properties=species:S:1:pos:R:3:forces:R:3:lowdin_charge:R:1
C -1.2575 -0.9438 -0.1159 -0.3226 0.4438 -3.1291 -0.01
C -0.7744 0.2081 -0.6181 0.0898 0.1959 3.5397 -0.25
C 0.0033 1.1105 0.3476 1.5010 -4.2765 1.9284 -0.34
P 1.8734 0.7077 -0.1782 -1.1308 2.8522 -0.4711 0.89
C 2.2910 -0.7853 0.7221 -0.0694 -1.1005 0.8814 -0.24
O 1.7251 -0.9732 -0.3993 0.2964 -1.4256 -0.1981 -0.35
H -1.6558 -1.7016 -0.8125 0.0114 0.4694 0.4753 0.07
H -1.3195 -1.1742 0.9084 0.3487 -0.1104 1.1263 0.05
H -0.7908 0.5656 -1.6151 -0.0995 -0.3072 -0.9854 0.08
H 0.0054 2.1217 0.2550 -0.5488 3.0116 -0.6436 0.00
H -0.1003 0.8646 1.5060 -0.0762 0.2473 -2.5237 0.12
```
Positions in Å, forces in eV/Å.

Calculated values
* SMILES string: C=CCP1#CO1
* 2S+1: 1
* maximum force: 4.93 eV Å⁻¹
* charge: 0
* energy above the lowest of the compared OMol25 structures with the same formula, charge and spin: 74.8 kcal per mole
* orbital gap: 9.244 eV
* HOMO level: -9.0 eV

***

Formula: C4H5P
Source: the Open Molecules 2025 dataset
Level of theory: wB97M-V/def2-TZVPD

The geometry in XYZ format:
```
10
Properties=species:S:1:pos:R:3:forces:R:3:lowdin_charge:R:1
C 0.1165 -2.0239 1.0816 -0.0234 -0.0286 -0.0092 0.02
C -0.6563 -1.4540 0.1625 -0.1348 -0.6377 0.1442 -0.23
C -0.5030 -0.1078 -0.2125 0.7160 4.2650 -1.0611 -0.20
C -0.3109 1.0803 -0.5193 -0.0559 0.1660 -0.0840 -0.23
P -0.0126 3.0768 -1.0344 -0.7471 -3.5378 0.9307 0.74
H 0.0016 -3.0525 1.3737 -0.1085 -0.2146 -0.0152 0.05
H 0.8939 -1.4588 1.5693 0.1042 0.0938 0.0595 0.06
H -1.4456 -1.9954 -0.3450 0.0080 -0.1826 0.0786 0.10
H 0.9264 2.7209 -2.0141 0.1216 -0.0096 -0.2097 -0.16
H 0.9901 3.2144 -0.0618 0.1199 0.0860 0.1661 -0.16
```
Positions in Å, forces in eV/Å.

Calculated values
* SMILES string: C=CC#CP
* 2S+1: 1
* maximum force: 4.45 eV Å⁻¹
* charge: 0
* energy above the lowest of the compared OMol25 structures with the same formula, charge and spin: 40.8 kcal per mole
* orbital gap: 9.672 eV
* HOMO level: -8.9 eV

***

Formula: C4H5PS
Source: the Open Molecules 2025 dataset
Level of theory: wB97M-V/def2-TZVPD

The geometry in XYZ format:
```
11
Properties=species:S:1:pos:R:3:forces:R:3:lowdin_charge:R:1
C 1.0557 -1.1444 0.2245 -1.8826 -0.0752 1.7609 -0.23
C -0.3487 -0.5134 0.2219 0.8365 -2.2328 -0.4426 -0.52
S -1.6245 -1.6382 -0.1425 2.0885 0.9761 0.0825 0.53
P -3.0227 -0.0922 0.3081 -1.0686 2.1423 -0.0878 0.61
C -2.6017 1.3152 -0.8166 -0.7235 -0.7442 1.1367 -0.32
C -1.9003 1.3690 0.2830 -1.1092 -1.1435 -0.5957 -0.40
H 1.6958 -0.4277 -0.3078 0.3221 -0.2078 0.8608 0.06
H 1.0701 -2.1191 -0.2835 0.4031 0.0764 0.4495 0.03
H 1.1699 -1.2486 1.4479 0.4239 0.3381 -3.1380 0.14
H -2.9921 1.7855 -1.6946 0.4341 0.1095 -0.3795 0.05
H -1.1400 1.7798 0.8854 0.2759 0.7611 0.3533 0.04
```
Positions in Å, forces in eV/Å.

Calculated values
* SMILES string: CC#S#P1C=C1
* 2S+1: 1
* maximum force: 3.18 eV Å⁻¹
* charge: 0
* energy above the lowest of the compared OMol25 structures with the same formula, charge and spin: 83.3 kcal per mole
* orbital gap: 8.224 eV
* HOMO level: -8.2 eV

***

Formula: C4H6
Source: the Open Molecules 2025 dataset
Level of theory: wB97M-V/def2-TZVPD

The geometry in XYZ format:
```
10
Properties=species:S:1:pos:R:3:forces:R:3:lowdin_charge:R:1
C -0.7564 -0.1564 2.1553 1.3298 -0.1757 -1.4090 0.10
C -0.0763 -0.2901 1.1672 -0.3538 0.5795 -0.3056 -0.16
C 0.5887 -0.4168 -0.1621 0.8117 -0.2091 0.7656 -0.26
C -0.0945 0.4493 -1.2559 1.0650 -0.6272 0.1755 -0.11
H -1.1765 0.0196 3.0864 -0.6672 0.0817 0.9747 0.00
H 0.5320 -1.5282 -0.3203 0.3319 1.0447 -0.5705 0.11
H 1.6901 -0.0982 -0.0742 -1.5604 -0.6774 -0.0352 0.13
H -1.1224 0.1684 -1.3515 -0.6464 0.0277 -0.1064 0.06
H 0.0108 1.4958 -1.0196 -0.2596 0.3507 0.3892 0.07
H 0.4046 0.3566 -2.2252 -0.0509 -0.3948 0.1217 0.07
```
Positions in Å, forces in eV/Å.

Calculated values
* SMILES string: C#CCC
* 2S+1: 1
* maximum force: 1.95 eV Å⁻¹
* charge: 0
* energy above the lowest of the compared OMol25 structures with the same formula, charge and spin: 18.4 kcal per mole
* orbital gap: 11.055 eV
* HOMO level: -9.9 eV

***

Formula: C4H6AgF3O7S
Source: the Open Molecules 2025 dataset
Level of theory: wB97M-V/def2-TZVPD

The geometry in XYZ format:
```
22
Properties=species:S:1:pos:R:3:forces:R:3:lowdin_charge:R:1
Ag 0.6480 -1.3495 -0.8010 0.5256 -0.4882 1.2425 0.72
C -3.3278 -0.1117 1.9217 -0.0214 -1.7951 1.6483 -0.60
F -4.5029 -0.5369 1.3194 1.4606 0.9788 0.3357 0.06
F -3.1621 1.1967 1.8325 -0.6833 0.2396 -0.4453 0.11
F -3.5101 -0.3914 3.2723 -0.0328 0.3705 -1.2950 0.04
S -1.7450 -0.9935 1.3778 6.1419 -3.4881 1.2491 0.55
O -1.8374 -2.4848 1.5978 -1.6521 3.9137 -0.3416 -0.34
O -1.6361 -0.6365 -0.0529 -1.1150 0.4465 0.1473 -0.45
O -0.5378 -0.4425 2.1440 -4.7671 -0.2168 -1.5401 -0.34
C 1.6085 -2.6474 1.3951 -3.5157 4.5433 1.9172 -1.15
O 1.0017 -3.2697 0.5256 -0.7061 -4.0719 -5.7271 -0.20
O 1.2129 -2.7428 2.5411 0.8511 -3.3279 5.9680 -0.11
O 1.9846 -1.4461 1.1576 3.6027 2.9990 -3.1584 -0.25
C 0.7242 2.2566 -1.5964 0.7498 -1.2185 -0.7702 -0.07
C 2.0952 1.6853 -2.1660 -0.6395 1.8000 1.8736 -0.32
O 2.2318 0.3030 -2.3563 -0.5228 -0.1166 -0.7272 -0.10
H 0.4582 1.7878 -0.6490 0.1771 -0.1951 0.0151 0.07
H -0.1003 2.0665 -2.2836 -0.0601 0.0893 -0.0818 0.06
H 0.8175 3.3273 -1.4148 0.1431 0.0655 -0.1627 0.06
H 2.8094 1.9624 -1.3905 0.2956 0.0649 -0.0105 0.10
H 2.3859 2.2181 -3.0714 -0.1375 0.1657 -0.1659 0.09
H 2.3817 0.2493 -3.3030 -0.0940 -0.7587 0.0290 0.07
```
Positions in Å, forces in eV/Å.

Calculated values
* 2S+1: 1
* maximum force: 7.17 eV Å⁻¹
* charge: -2
* orbital gap: 3.015 eV
* HOMO level: 1.7 eV

***

> Number 1 is which compound?

C4H5O2

***

> What is the maximum force in the third record?

1.00 eV Å⁻¹

***

> Look up the maximum force of the fifth one.

2.29 eV Å⁻¹

***

> What is the 2S+1 in the second record?

2